# 1
Entry from the OMol25 dataset: an isolated molecule of C5H7NO4 at a distorted geometry (wB97M-V/def2-TZVPD).

Summary:
HOMO in eV: -8.45
SMILES: C#COCCO/C=[N+](\[O-])O

ORCA input file:
```
! RIJCOSX wB97M-V def2-TZVPD def2/J DEFGRID3
* xyz 0 1
H -1.2763 -0.2724 -1.2775
H -0.1386 -1.7428 1.0260
C -0.2012 -1.5470 0.0179
O 3.2803 1.5192 0.6802
H -2.3481 -1.0839 -0.2876
H 3.1990 2.4127 0.1638
C 1.6134 -0.0027 0.3472
H -3.4249 3.0709 -0.1467
C -2.0251 1.4267 0.2839
O 3.3116 0.3723 -1.2497
C -1.3799 -0.5907 -0.3164
N 2.6825 0.5664 -0.1981
H 1.3726 0.4605 1.2817
O -1.1720 0.4934 0.6093
C -2.7073 2.3897 0.0576
H -0.3740 -2.5393 -0.4943
O 1.0498 -1.0319 -0.3873
*
```


# 2
Entry from the OMol25 dataset: an isolated molecule of C5H7NO4 at a distorted geometry (wB97M-V/def2-TZVPD).

Summary:
HOMO in eV: -10.00
SMILES: O=CN1C[C@@H](O)[C@H]1C(=O)O

ORCA input file:
```
! RIJCOSX wB97M-V def2-TZVPD def2/J DEFGRID3
* xyz 0 1
O 2.5735 1.0599 0.0450
H 0.2906 0.4785 1.6960
H -2.0135 1.9284 0.5865
O -3.3109 0.6902 -0.4065
H 2.3751 -0.5704 -0.4833
C -0.9948 -1.2125 -0.4498
O 1.4457 -1.0900 -0.8488
H -1.6641 -1.9861 -0.0534
C -2.2304 0.9530 0.1069
O 0.7315 1.8712 -1.1216
N -1.1941 0.1087 0.1390
C 1.0647 1.0892 -0.2736
H 2.7036 0.7719 0.9573
H 0.6535 -1.9337 0.9061
C 0.1598 0.2582 0.6290
H -1.0254 -1.2113 -1.5483
C 0.4351 -1.2051 0.1194
*
```


# 3
Entry from the OMol25 dataset: a structure of composition C5H7NOS at a distorted geometry (wB97M-V/def2-TZVPD).

Summary:
HOMO (alpha / beta) in eV: -7.72 / -7.70

ORCA input file:
```
! RIJCOSX wB97M-V def2-TZVPD def2/J DEFGRID3
* xyz 0 1
O -0.8368 -2.2384 -0.8537
H 2.8753 1.2023 0.8513
C 2.2432 -0.4314 -0.4793
H 1.2579 1.3130 0.3103
C -1.5337 -1.2569 -0.8221
H 3.0121 -0.3057 -1.2531
H -3.1142 0.4099 0.8816
H -3.4034 1.0726 -0.6380
H -2.4094 2.0630 0.6166
H 1.3839 0.1127 1.4524
C 1.5271 -1.5077 -0.4735
C 2.0101 0.5367 0.5930
C -2.6697 1.0893 0.1754
N 0.7567 -2.3755 -0.2273
S -1.0991 0.3161 -0.1336
*
```


# 4
Entry from the OMol25 dataset: an isolated molecule of C5H7NOS at a distorted geometry (wB97M-V/def2-TZVPD).

Summary:
HOMO in eV: -8.84
SMILES: CN1[C@H](C=O)[C@@H]1C=S

ORCA input file:
```
! RIJCOSX wB97M-V def2-TZVPD def2/J DEFGRID3
* xyz 0 1
C -1.5728 0.6377 -0.8135
H 2.1928 -1.2765 -0.3182
O -0.9197 1.4841 -1.3316
S 0.8422 1.9362 2.4247
H 1.1537 1.3664 0.0422
C -1.1324 -0.5066 -0.0027
H -0.3680 -0.2851 2.1515
C -0.2113 -0.1239 1.1022
H -1.8894 -1.0878 0.3153
C 1.2804 -0.9692 -0.7605
N 0.0554 -1.1463 0.1219
H 1.1202 -1.6909 -1.5632
H 1.5926 0.0782 -1.3449
C 0.5651 1.1395 0.9667
H -2.7088 0.4441 -0.9898
*
```


# 5
Entry from the OMol25 dataset: a structure of composition C5H7NOS at a distorted geometry (wB97M-V/def2-TZVPD).

Summary:
HOMO in eV: -8.55

ORCA input file:
```
! RIJCOSX wB97M-V def2-TZVPD def2/J DEFGRID3
* xyz 0 1
H -0.7421 2.2256 0.2771
C 1.4916 0.2333 -0.9192
N 1.5438 -1.1789 -0.5508
C 0.8467 -0.0483 1.3816
C -0.5918 -0.3200 -0.0387
O 0.1801 2.0787 -0.0127
C 0.5273 -1.2076 0.5016
H 0.1670 0.0663 2.2304
H 1.9213 0.1001 1.5771
S -2.1938 -0.2933 -0.1983
H 0.4312 -2.2067 0.9441
C 0.4695 0.7858 0.0878
H 2.4421 0.7741 -0.7623
H 1.0879 0.4773 -1.9516
H 1.0862 -1.7802 -1.2641
*
```


# 6
Entry from the OMol25 dataset: a structure of composition C5H7NOS at a distorted geometry (wB97M-V/def2-TZVPD).

Summary:
HOMO in eV: -9.20

ORCA input file:
```
! RIJCOSX wB97M-V def2-TZVPD def2/J DEFGRID3
* xyz 0 1
C -0.0625 0.0923 -0.4135
H 1.6410 -1.3945 -0.4234
S -1.4066 -0.2400 -1.5340
C -0.3051 -0.4422 1.0233
C 1.6262 0.6174 0.5637
C 1.4264 -0.3573 -0.6213
H 2.5998 1.0247 0.8794
H 1.8411 0.0068 -1.5351
H -0.8360 0.3642 -2.5748
H 0.8522 2.0234 -0.9548
N 0.8670 -0.0449 1.6223
H -0.0373 2.1421 0.5901
O -1.2464 -1.0390 1.4714
H 1.1463 -0.2004 2.5891
C 0.5151 1.5063 -0.0780
*
```


# 7
Entry from the OMol25 dataset: an isolated molecule of C5H7NOS at a distorted geometry (wB97M-V/def2-TZVPD).

Summary:
HOMO in eV: -8.93
SMILES: C/C(C=O)=C(\N)C=S

ORCA input file:
```
! RIJCOSX wB97M-V def2-TZVPD def2/J DEFGRID3
* xyz 0 1
H -0.3864 1.7431 -1.9441
C -0.1534 -0.8105 -1.0355
C -0.5271 -0.7623 -2.5228
H -1.4806 -0.2467 -2.6773
N 0.2094 1.5543 -1.0598
C 0.3118 0.4107 1.1089
H -0.4394 -3.0050 -1.1835
H -0.0692 2.3880 -0.4294
O -0.2705 -2.4734 0.7825
S 0.4342 1.7765 1.9497
H -0.6130 -1.7518 -3.0363
C 0.0230 0.3768 -0.3272
H 0.2146 -0.2803 -3.1233
C -0.2710 -2.1826 -0.4300
H 0.2260 -0.5573 1.5970
*
```


# 8
Entry from the OMol25 dataset: a cluster of 2 separate species, C5H7NS in total at a distorted geometry (wB97M-V/def2-TZVPD).

Summary:
HOMO in eV: -7.67
SMILES: NC1=CS1.C#CC

ORCA input file:
```
! RIJCOSX wB97M-V def2-TZVPD def2/J DEFGRID3
* xyz 0 1
H -1.8729 1.5097 0.3438
H 0.4796 -0.2865 -2.5103
C -1.5768 1.4947 -0.6643
H 0.2266 0.9191 1.9428
H -0.8486 -0.5622 1.6715
C -0.7580 0.7460 -1.3856
C 0.9479 -0.9671 1.0603
N 0.4807 0.5057 -1.8991
C 1.5591 -1.5783 0.2285
H 0.2126 -0.6049 2.9121
H 2.1782 -1.6987 -0.6069
S -2.2680 0.0091 -1.8256
H 1.1661 0.7346 -1.2063
C 0.0734 -0.2213 1.9392
*
```


# 9
Entry from the OMol25 dataset: a structure of composition C5H7NS at a distorted geometry (wB97M-V/def2-TZVPD).

Summary:
HOMO in eV: -8.73

ORCA input file:
```
! RIJCOSX wB97M-V def2-TZVPD def2/J DEFGRID3
* xyz 0 1
C -0.2343 0.4119 -1.0236
S -2.9708 -0.1475 -0.0809
C -1.4161 0.1816 0.0202
N 0.3275 1.3526 -0.0531
H -0.0570 -1.6097 1.1153
C -0.2672 0.5862 0.9085
H -0.3243 0.8674 2.0599
H 1.6394 -1.1289 1.4521
H -0.0486 2.2867 0.0598
C 0.7955 -0.7810 -0.8370
H 1.6432 -0.4311 -1.1729
C 0.5698 -0.7578 0.7944
H 0.4746 -1.7940 -1.1939
H -0.1315 0.9636 -2.0487
*
```


# 10
Entry from the OMol25 dataset: an isolated molecule of C5H7NS at a distorted geometry (wB97M-V/def2-TZVPD).

Summary:
HOMO in eV: -8.37
SMILES: C#CC(=S)N(C)C

ORCA input file:
```
! RIJCOSX wB97M-V def2-TZVPD def2/J DEFGRID3
* xyz 0 1
C -0.0581 -1.2852 -0.1247
H 1.0457 -1.3253 -0.6847
H -2.2792 -0.5802 0.0888
H -0.0017 -1.8516 0.9279
H -2.3215 0.8483 -0.8506
H 3.9721 0.0296 0.1991
N -0.4814 0.0941 0.1809
C -1.8852 0.3958 0.0288
H -2.2151 0.9131 0.9240
C 1.8319 0.6371 -0.0396
H -1.0816 -1.7454 -0.7295
S 0.1050 2.6173 -0.0441
C 0.4199 1.0531 0.0845
C 2.9491 0.1993 0.0391
*
```


# 11
Entry from the OMol25 dataset: an isolated molecule of C5H7NS at a distorted geometry (wB97M-V/def2-TZVPD).

Summary:
HOMO in eV: -8.70

ORCA input file:
```
! RIJCOSX wB97M-V def2-TZVPD def2/J DEFGRID3
* xyz 0 1
S 1.0196 -1.6117 -0.1498
C 2.4167 0.6900 0.0586
C 1.0699 0.1050 -0.1670
H 2.5552 1.4777 0.8156
C -1.8892 -0.5325 0.7381
H 2.6475 1.4205 -0.7647
C -1.3616 -1.1566 -0.4867
N 0.0657 0.8785 -0.2317
H -1.5056 -0.6827 1.7437
C -1.2231 0.3047 -0.3092
H 3.0993 -0.0481 0.1399
H -1.9474 -1.4281 -1.3145
H -1.8959 1.0281 -0.8098
H -3.0511 -0.4447 0.7374
*
```


# 12
Entry from the OMol25 dataset: a cluster of 2 separate species, C5H7NS in total at a distorted geometry (wB97M-V/def2-TZVPD).

Summary:
HOMO in eV: -8.89
SMILES: C=CCC=S.C#N

ORCA input file:
```
! RIJCOSX wB97M-V def2-TZVPD def2/J DEFGRID3
* xyz 0 1
H -1.7227 0.8082 2.0561
S 0.5751 -2.0773 -1.0814
C 0.2088 0.6755 1.7488
H 1.1784 0.9573 2.0163
H 0.3504 0.9786 -0.3884
C 0.9944 -0.9471 -0.0427
C 0.1323 0.2028 0.3237
N 0.2755 0.1967 -3.8153
C -0.3656 -0.7535 -3.7600
H -0.6323 1.2772 3.5231
H -0.9870 -0.0162 -0.0096
H -1.1015 -1.4708 -3.5146
H 1.9362 -0.8875 0.4938
C -0.8419 1.0561 2.4501
*
```


# 13
Entry from the OMol25 dataset: a structure of composition C5H7NS2 at a distorted geometry (wB97M-V/def2-TZVPD).

Summary:
HOMO in eV: -9.16

ORCA input file:
```
! RIJCOSX wB97M-V def2-TZVPD def2/J DEFGRID3
* xyz 0 1
H -0.1293 -0.1479 -2.1555
H -0.6234 -1.6982 -0.0960
H 1.6982 -1.7706 -1.2324
H -0.3314 0.2064 2.1072
C 1.5135 -0.8586 -0.6662
C 0.2962 -0.0768 -1.0877
C 1.4051 -0.7496 0.8161
H -2.3432 1.0017 -0.0164
S -2.4771 -0.3553 -0.0197
H 1.6316 -1.6384 1.4443
N 2.5515 -0.2524 0.0069
C -0.7835 -0.6647 0.0074
S 0.2699 1.5330 -0.0537
H 2.4094 0.8010 -0.0388
C 0.0923 0.0447 1.1160
*
```


# 14
Entry from the OMol25 dataset: a structure of composition C5H7NS2 at a distorted geometry (wB97M-V/def2-TZVPD).

Summary:
HOMO (alpha / beta) in eV: -8.68 / -8.69

ORCA input file:
```
! RIJCOSX wB97M-V def2-TZVPD def2/J DEFGRID3
* xyz 0 1
H -0.6856 1.7032 0.3999
H 0.4025 1.7909 -1.0844
C 2.4665 0.0716 1.8195
H -1.5336 -1.8726 -0.1425
C -1.5719 -0.7896 -0.3048
H -1.9838 -0.2705 0.5113
S 0.4804 -0.7334 -2.1510
H 0.8122 -1.7353 0.3570
C 0.9255 -0.6328 0.0665
C -0.4425 1.3391 -0.6268
C -0.3117 -0.0531 -0.6318
H -2.2430 -0.6369 -1.1238
N 1.8393 0.0403 0.7814
H -1.4023 1.4862 -1.0377
S 3.2481 0.2929 3.1672
*
```


# 15
Entry from the OMol25 dataset: a structure of composition C5H7O2S at a distorted geometry (wB97M-V/def2-TZVPD).

Summary:
HOMO in eV: -2.84

ORCA input file:
```
! RIJCOSX wB97M-V def2-TZVPD def2/J DEFGRID3
* xyz -1 1
C -0.4869 -0.5612 -1.2773
H -1.5957 -1.1875 1.2944
S 2.0292 -0.0879 0.2797
C -0.7749 2.6467 -0.0128
H -1.5747 -0.3232 -1.6508
H -0.0312 -1.8167 1.3471
H 0.1952 -0.1809 -1.9002
H -0.6117 -0.3558 2.2811
C -0.3334 0.0633 0.1478
O 2.7340 0.7320 -0.7441
C -0.4410 1.4392 0.1704
H -0.3751 3.6113 -0.1535
C -0.5869 -0.8712 1.2582
O 2.1279 -1.5464 0.0204
H -0.2750 -1.5616 -1.0605
*
```


# 16
Entry from the OMol25 dataset: a cluster of 2 separate species, C5H7O3 in total at a distorted geometry (wB97M-V/def2-TZVPD).

Summary:
HOMO in eV: -1.54

ORCA input file:
```
! RIJCOSX wB97M-V def2-TZVPD def2/J DEFGRID3
* xyz -1 1
C 1.3687 0.0622 -0.2327
H 1.9971 0.2012 -1.1305
C 0.2814 1.0297 0.1471
H -0.2741 -1.5591 1.2453
O -0.9615 0.6258 -0.2714
C -0.5842 -0.7375 1.8882
H 0.5351 2.1609 -0.1194
O -1.0471 -1.1376 -2.6436
O -0.8467 1.0984 -2.9864
C -0.6635 0.6385 1.1971
C -0.9284 0.0215 -2.5448
H 1.9623 0.0185 0.7252
H 0.0305 -0.4243 2.6893
H -1.6225 -1.1793 2.3289
H 0.7529 -0.8189 -0.2921
*
```


# 17
Entry from the OMol25 dataset: a structure of composition C5H7O3S at a distorted geometry (wB97M-V/def2-TZVPD).

Summary:
HOMO (alpha / beta) in eV: -0.69 / -4.79

ORCA input file:
```
! RIJCOSX wB97M-V def2-TZVPD def2/J DEFGRID3
* xyz -1 3
H -0.3066 -0.7626 3.7528
H 0.1761 0.3324 1.1885
C 1.4043 -0.3619 -2.5188
S -0.6875 -1.5211 0.2523
H -0.2582 -0.6142 -0.8619
H 1.0785 -1.2192 2.0147
C -0.8315 -0.6239 2.8333
C 0.1151 -0.6859 1.6463
H 0.5800 1.7609 -3.6113
O 0.0387 2.2002 -2.9011
H -1.3103 0.3844 2.8585
C -0.1873 1.4654 -1.6942
C 0.5182 0.1904 -1.7730
O 2.2209 -1.1163 -2.9529
O -0.9462 1.9416 -0.8723
H -1.6042 -1.3702 2.6391
*
```


Let's list calculated total energy in order: -550.17095; -550.37883; -722.69616; -722.75910; -722.82580; -722.87610; -722.84801; -647.46963; -647.50321; -647.52356; -647.52623; -647.55178; -1045.73986; -1045.76192; -743.31246; -420.34238; -818.50568 hartree.
Let's list relative energy (zero: lowest compared OMol25 entry of this formula, charge and spin) in order: 167.6; 37.2; 139.3; 99.8; 57.9; 26.3; 44.0; 117.6; 96.5; 83.8; 82.1; 66.0; 65.4; 51.6; 68.3; 100.0; 0.0 kcal/mol.